{"formula": "C27H41Cl3N3O3PdSi", "method": "ωB97M-V/def2-TZVPD", "species": ["C", "N", "C", "C", "C", "H", "H", "C", "C", "H", "H", "H", "H", "C", "Cl", "Cl", "H", "H", "H", "C", "C", "C", "H", "Pd", "H", "C", "H", "H", "H", "C", "C", "H", "H", "C", "O", "H", "H", "H", "O", "C", "H", "H", "N", "C", "H", "H", "C", "H", "H", "H", "H", "C", "H", "Si", "C", "C", "H", "C", "H", "C", "C", "H", "C", "H", "C", "C", "H", "O", "H", "N", "H", "Cl", "H", "H", "H", "H", "H", "H", "C"], "positions_angstrom": [[-1.866, -2.558, 0.827], [-0.147, 5.605, 2.475], [0.431, -3.021, 0.196], [-0.617, -3.129, 1.106], [3.475, -0.507, -2.840], [1.177, 7.041, 1.760], [1.863, 5.417, 2.061], [-1.198, -1.243, 4.352], [0.096, -0.992, 3.867], [3.261, -3.341, -1.035], [-2.002, 1.859, -6.071], [-0.403, -6.017, -3.845], [-2.048, -0.757, 3.858], [-0.810, -3.944, -3.447], [-1.926, 2.120, 1.104], [1.838, 0.644, 0.151], [4.284, -0.905, -3.463], [-2.063, 5.858, 1.691], [-2.822, 0.412, -5.545], [-2.062, -2.533, -5.065], [0.936, 1.536, -4.026], [-0.280, 4.319, 2.847], [1.906, -2.977, 5.944], [0.371, 2.211, 0.735], [-1.728, 6.841, 3.113], [1.177, 6.182, 2.430], [-2.494, -1.221, -2.723], [-1.886, 1.552, -1.853], [2.573, -0.455, -3.456], [1.207, -1.702, 4.360], [-1.290, 6.436, 2.193], [3.726, 0.490, -2.472], [-3.147, -2.469, -4.928], [-1.813, 0.852, -5.669], [4.484, -0.103, -0.183], [3.062, -1.512, 0.343], [-0.334, -3.127, 7.031], [-1.884, -5.417, -4.664], [-0.701, -0.534, -3.448], [-1.420, -2.780, -3.742], [2.848, -3.132, -2.765], [-0.272, -5.022, -5.265], [0.313, 0.983, 2.252], [-0.227, -2.606, 6.089], [-0.988, 7.266, 1.561], [-1.320, 3.938, 2.852], [-1.354, -2.039, 5.483], [1.391, -3.495, 0.403], [1.499, 0.944, -4.759], [-0.486, -3.735, 2.002], [1.045, 2.587, -4.318], [1.033, -2.492, 5.500], [-1.246, 0.316, -6.451], [-0.860, 0.933, -4.059], [-1.666, 2.065, -2.807], [-2.056, -1.909, -0.397], [-2.707, -2.669, 1.517], [0.232, -2.355, -1.016], [-2.595, 2.532, -3.170], [3.488, -2.782, -1.949], [-0.862, -5.147, -4.344], [-0.944, 2.866, -2.548], [-1.039, -1.905, -1.364], [-2.351, -2.158, 5.904], [0.261, 0.051, 2.948], [-1.454, -1.580, -2.809], [-1.744, -1.575, -5.497], [0.672, 3.572, 3.143], [1.494, 6.509, 3.429], [3.213, -1.381, -1.710], [-0.207, -4.107, -2.540], [0.828, 4.196, -0.540], [1.376, 1.444, -3.005], [4.539, -2.955, -2.229], [-1.761, -3.312, -5.780], [2.184, -1.581, 3.872], [-3.030, -1.497, -0.686], [1.048, -2.250, -1.726], [3.618, -0.931, -0.433]], "forces_ev_per_angstrom": [[0.3, 0.1, -0.3], [0.1, -0.1, 0.1], [-0.2, 0.4, -0.2], [-0.4, -0.3, 0.0], [-0.1, -0.2, 0.0], [0.0, -0.1, 0.0], [0.0, 0.2, 0.0], [0.1, 0.2, 0.1], [0.0, -1.2, 0.8], [0.0, -0.1, -0.2], [0.2, -0.1, 0.2], [-0.4, 0.3, -0.1], [0.4, -0.1, 0.3], [-0.2, 0.3, 0.0], [-1.5, 0.0, -0.4], [0.4, -0.6, -1.3], [0.2, 0.2, 0.1], [0.0, 0.0, -0.1], [0.6, 0.0, 0.0], [0.1, 0.0, -0.4], [-0.1, 0.0, -0.7], [0.8, -0.9, 0.4], [-0.4, 0.1, -0.1], [-0.1, 2.6, -1.0], [0.0, 0.1, 0.0], [0.2, -0.1, 0.1], [0.1, -0.2, -0.2], [0.0, 0.1, -0.4], [0.1, 0.0, 0.1], [-0.3, 0.2, 0.2], [-0.3, -0.2, 0.3], [0.0, -0.2, -0.1], [0.0, -0.2, -0.3], [-0.1, 0.4, -0.7], [-0.8, -1.1, -0.6], [0.7, 0.1, -0.2], [0.0, -0.2, -0.1], [0.4, 0.1, 0.2], [0.3, -2.7, 1.1], [0.9, -0.5, 0.8], [0.0, -0.2, 0.1], [-0.1, 0.1, 0.1], [-0.1, -3.7, 4.0], [-0.1, 0.1, -0.2], [0.0, -0.1, -0.1], [0.3, 0.3, 0.0], [0.2, 0.1, -0.2], [-0.2, 0.2, 0.1], [0.3, 0.1, 0.3], [0.0, 0.3, 0.0], [-0.1, -0.1, 0.0], [0.1, 0.2, -0.3], [-0.4, 0.0, 0.3], [0.4, 2.0, 1.2], [-0.4, 0.3, 0.1], [0.1, -0.5, -0.3], [0.4, 0.1, -0.1], [-0.1, -0.3, -0.1], [0.2, 0.0, 0.2], [-0.3, 0.2, 0.1], [0.3, -0.6, -0.4], [-0.4, -0.3, -0.1], [-0.3, 0.3, -0.1], [0.3, -0.1, 0.0], [0.1, 2.7, -2.4], [0.3, 0.9, 0.1], [0.0, -0.4, 0.3], [-1.1, 1.3, -0.1], [0.1, 0.0, -0.1], [0.8, 0.5, 0.4], [-0.7, 0.4, -0.3], [-0.1, 0.1, -0.2], [-0.5, -0.1, -0.7], [-0.1, 0.0, 0.1], [-0.5, 0.2, 0.2], [-0.5, 0.0, 0.4], [0.3, -0.2, 0.3], [-0.2, 0.0, 0.2], [1.1, -0.3, 0.1]], "gap_ev": [6.36, 7.49], "spin_multiplicity": 3, "total_charge": -1, "e_lumo_ev": [2.30, 2.16], "homo_ev": [-4.0585, -5.3304]}